(1)
An isolated molecule of CH2Cl3ISi in a non-equilibrium geometry, computed with ωB97M-V/def2-TZVPD.

Output
Gap between HOMO and LUMO = 9.7 eV
HOMO level = -9.6 eV
F_max = 0.086 hartree/bohr
Total energy = -2007.20340 Ha
2S+1 = 1

The geometry in XYZ format:
```
8
CH2Cl3ISi ωB97M-V/def2-TZVPD
Cl -1.5050 -1.2037 1.4689
Si -0.9607 -0.0724 -0.0567
Cl -1.3192 -0.7656 -1.9374
Cl -2.0143 1.6803 -0.0813
C 1.0056 0.2735 0.2021
I 2.1613 -1.4901 -0.1801
H 1.5074 1.1316 -0.6633
H 1.1249 0.4463 1.2477
```

---

(2)
A structure of composition C20H22FN5O9P2S2SeV, computed with ωB97M-V/def2-TZVPD.

Output
Gap between HOMO and LUMO (spin up / spin down) = 7.8 / 7.9 eV
HOMO level (spin up / spin down) = -5.6 / -5.7 eV
F_max = 0.011 hartree/bohr
Total charge = -1
Total energy = -6651.19011 Ha
2S+1 = 3

The geometry in XYZ format:
```
63
C20H22FN5O9P2S2SeV ωB97M-V/def2-TZVPD
V 0.1230 -0.4768 -1.6406
O 3.7200 -1.5685 -0.3283
P 2.5538 -0.8145 0.4434
O 2.5977 -1.0417 1.8955
O 1.2077 -1.1776 -0.2289
O 2.7892 0.7325 0.0407
P 2.8080 1.2109 -1.5459
O 3.0789 2.7565 -1.4008
O 1.3774 1.0237 -2.0446
O 3.9032 0.4786 -2.2200
H 3.9671 -1.0441 -1.1291
H 2.3648 3.1906 -0.8792
F 0.5279 -2.6783 -7.4471
C 0.4507 -2.2267 -6.1668
C 0.3785 -3.1438 -5.1398
C 0.2868 -2.6673 -3.8363
C 0.2817 -1.2993 -3.5420
C 0.3835 -0.4189 -4.6243
C 0.4538 -0.8677 -5.9384
H 0.3910 -4.2036 -5.3616
H 0.2190 -3.3918 -3.0323
H 0.4259 0.6493 -4.4407
H 0.5297 -0.1802 -6.7713
C 0.4308 -3.7691 1.2498
N -0.3897 -2.6272 1.6026
C -0.2696 -1.8872 2.7598
C -1.1922 -0.9090 2.7008
N -1.8486 -1.0488 1.4941
C -2.9671 -0.2169 1.0956
C -1.3313 -2.0833 0.8103
Se -1.6684 -2.5616 -0.9674
H 0.9991 -4.0560 2.1305
H 1.1058 -3.5003 0.4408
H -0.2105 -4.5887 0.9312
H 0.5077 -2.0859 3.4744
H -1.4027 -0.0891 3.3655
H -3.7846 -0.3588 1.8048
H -3.2814 -0.5230 0.1013
H -2.6734 0.8293 1.0958
N 0.5231 1.1768 6.1701
C 0.3458 1.6553 4.8690
C 1.3180 1.4222 3.8942
C 1.1698 1.9381 2.6220
C 0.0324 2.6739 2.3020
C -0.9474 2.9043 3.2546
C -0.7853 2.4030 4.5393
S -0.1756 3.2587 0.6573
O -1.2950 4.1804 0.6446
O 1.1099 3.7772 0.2376
N -0.4932 1.9196 -0.1272
C -1.4787 1.8042 -0.9953
S -2.8274 2.8708 -1.3240
C -3.4787 1.6883 -2.4276
C -2.6809 0.6094 -2.4930
N -1.5570 0.6691 -1.7002
H 1.1641 0.4033 6.2475
H -0.3268 1.0216 6.6877
H 2.1916 0.8185 4.1151
H 1.9246 1.7561 1.8684
H -1.8205 3.4872 2.9926
H -1.5374 2.5999 5.2956
H -4.3867 1.8635 -2.9789
H -2.8321 -0.2675 -3.1031
```